# C45H64O39

A 13-piece molecular cluster, C45H64O39 overall in a non-equilibrium geometry (ωB97M-V/def2-TZVPD, the Open Molecules 2025 dataset).

Structure (ORCA input):
```
! wB97M-V def2-TZVPD RIJCOSX def2/J DEFGRID3
* xyz 0 1
C -2.19765 -1.08841 -7.42876
C -3.11103 0.04812 -7.88989
O -2.73391 0.24564 -9.22858
C -1.70926 -0.40108 -9.55978
O -1.07738 -0.18161 -10.58094
O -1.35451 -1.27116 -8.53700
H -2.76764 -1.98765 -7.19513
H -1.62874 -0.69375 -6.58694
H -2.80291 0.94318 -7.34948
H -4.17068 -0.20725 -7.88421
C 2.92328 7.23954 -12.21301
C 4.37727 7.71575 -12.30108
O 4.35747 8.44809 -13.49435
C 3.08837 8.87073 -13.66853
O 2.77392 9.78087 -14.46535
O 2.20550 8.23713 -12.79909
H 2.61074 7.29021 -11.17000
H 2.80547 6.27149 -12.69994
H 5.10107 6.90945 -12.41985
H 4.70708 8.41469 -11.53243
C 2.21056 0.30743 -12.11539
C 1.56616 0.74385 -13.40970
O 1.54719 2.10311 -13.31014
C 2.01419 2.49536 -12.05601
O 2.19082 3.66089 -11.70945
O 2.37646 1.48442 -11.30360
H 3.18764 -0.10088 -12.37368
H 1.62811 -0.46272 -11.60970
H 0.52853 0.46124 -13.23201
H 2.02598 0.33057 -14.30739
C -0.46965 -3.65255 -10.44747
C 0.96135 -4.04321 -10.92984
O 1.24976 -5.20581 -10.15633
C 0.08316 -5.82771 -9.82910
O -0.14329 -6.89002 -9.23071
O -0.96085 -4.95035 -10.12258
H -0.81711 -3.17892 -11.36563
H -0.42609 -2.90236 -9.65790
H 1.69249 -3.28138 -10.65941
H 1.04209 -4.05892 -12.01673
C 2.91167 5.54819 -9.40832
C 3.10576 4.66133 -8.23068
O 4.01779 3.70824 -8.79486
C 4.63916 4.26175 -9.91703
O 5.64207 3.78213 -10.46956
O 4.08429 5.39235 -10.22299
H 2.76584 6.58866 -9.11802
H 2.02106 5.20224 -9.93292
H 2.23665 4.02365 -8.06905
H 3.40867 5.11968 -7.28927
C 3.47856 -0.67000 -18.56150
C 2.23118 -0.42263 -17.70129
O 1.67759 -1.77856 -17.53774
C 2.50741 -2.67716 -18.10101
O 2.28527 -3.88272 -18.17317
O 3.67370 -2.05918 -18.57412
H 4.24203 -0.18793 -17.95089
H 3.32275 -0.17207 -19.51852
H 1.61129 0.18047 -18.36470
H 2.38160 0.02870 -16.72059
C 3.23131 -0.74393 -9.06606
C 1.81290 -0.74279 -8.40662
O 1.64557 -2.09712 -7.98617
C 2.91324 -2.61531 -7.91982
O 3.17237 -3.77348 -7.52324
O 3.83703 -1.75664 -8.30809
H 3.72009 0.22550 -8.96914
H 3.18115 -1.07604 -10.10302
H 1.02990 -0.48676 -9.12039
H 1.87830 -0.03362 -7.58146
C 1.63552 6.60874 -17.28303
C 0.86797 5.46200 -16.73492
C 0.94775 5.17845 -15.23032
O -0.37669 5.31622 -14.85264
C -1.21329 5.54457 -15.84246
O -2.41189 5.77521 -15.73071
O -0.52713 5.55826 -16.93670
H 1.17312 7.13073 -18.12076
H 2.64419 6.38510 -17.63043
H 1.70997 7.33600 -16.47454
H 1.12574 4.53876 -17.25383
H 1.62469 5.94807 -14.85945
H 1.25679 4.17180 -14.94880
C -1.73445 4.09030 -5.97855
C -1.85732 3.97360 -7.51604
C -1.25302 5.17421 -8.33206
O -0.15467 4.59233 -9.01394
C -0.21479 3.23174 -8.84733
O 0.65400 2.46111 -9.19141
O -1.11493 2.82716 -7.92042
H -2.61568 4.65456 -5.67333
H -0.82863 4.66017 -5.77156
H -1.75011 3.18391 -5.37332
H -2.86041 3.68537 -7.83044
H -0.83257 5.96121 -7.70600
H -1.95532 5.61553 -9.03923
C 3.90065 -1.84995 -14.44704
C 4.14670 -3.32391 -14.44736
C 5.57623 -3.71796 -14.23185
O 5.52284 -4.41243 -12.98768
C 4.29718 -4.39908 -12.46721
O 4.05567 -4.92800 -11.40123
O 3.49172 -3.78524 -13.24295
H 2.85525 -1.56703 -14.32375
H 4.12330 -1.40410 -15.41645
H 4.56054 -1.36766 -13.72589
H 3.60438 -3.84644 -15.23536
H 6.27337 -2.88149 -14.18268
H 5.88107 -4.26729 -15.12258
C -2.02098 1.91451 -14.63380
C -2.22261 1.55524 -13.13592
C -1.99844 2.72064 -12.22277
O -3.08545 2.73129 -11.31287
C -3.99347 1.85905 -11.67923
O -5.00808 1.55157 -11.07659
O -3.66706 1.41086 -12.84560
H -0.97736 2.12113 -14.87096
H -2.56488 2.79495 -14.97597
H -2.33373 1.13747 -15.33131
H -1.59622 0.71463 -12.83739
H -1.98109 3.70250 -12.69580
H -1.13496 2.45347 -11.61357
C 5.08919 4.47228 -14.02557
C 5.17349 3.40044 -15.14010
C 4.90394 1.94641 -14.59309
O 3.90329 1.56473 -15.49694
C 3.44610 2.57798 -16.32433
O 2.42092 2.53656 -16.96604
O 4.14603 3.67104 -16.08770
H 5.16377 5.44213 -14.51743
H 5.95403 4.33397 -13.37670
H 4.15842 4.36995 -13.46763
H 6.05250 3.41217 -15.78454
H 4.66519 1.84966 -13.53397
H 5.71269 1.22299 -14.69655
C -1.56065 -1.52847 -17.45576
C -2.10805 -1.53125 -16.00650
C -2.40941 -2.88616 -15.46219
O -1.78636 -2.86132 -14.23952
C -0.98103 -1.84988 -14.08723
O -0.15231 -1.83084 -13.18114
O -1.09709 -1.05378 -15.09619
H -1.15732 -0.61167 -17.88576
H -2.37421 -1.90521 -18.07565
H -0.60471 -2.04131 -17.56204
H -2.92503 -0.83768 -15.80755
H -1.95183 -3.65298 -16.08724
H -3.48383 -3.05722 -15.52900
*
```

As for the HOMO energy: -9.99 eV. Its relative energy (zero: lowest compared OMol25 entry of this formula, charge and spin) is 489.54 kJ/mol. The value obtained for the max |F| is 5.76 eV/A.

Mulliken population analysis, charges in e, atoms 1 to 8: -0.51, -0.06, -0.32, -0.04, 0.43, -0.47, 0.27, 0.29